Formula: C20H40ClIInN2O3
Source: the Open Molecules 2025 dataset
Level of theory: wB97M-V/def2-TZVPD

Results
E = -56307.8315 eV
E_LUMO (alpha / beta) = 2.37 / 2.37 eV
2S+1 = 3
HOMO-LUMO gap (alpha / beta) = 7.508 / 7.506 eV
charge = -1

Last column: Löwdin spin population.
Atoms and positions in Å:
1 O -1.813 0.135 0.180  0.00
2 C -1.466 0.856 -0.701  0.00
3 Cl -1.343 0.110 -2.365  0.00
4 C -1.138 2.289 -0.684  0.00
5 In 0.702 3.021 -1.718  0.00
6 I 2.847 1.762 -0.405  0.00
7 H -1.973 2.832 -1.139  0.00
8 H -1.080 2.566 0.371  0.00
9 H 0.852 4.721 -1.337  0.00
10 H 0.792 2.633 -3.407  0.00
11 C 6.740 -2.791 1.755  0.00
12 C 6.188 -1.543 1.046  0.02
13 C 6.243 -1.685 -0.482  0.02
14 C 7.652 -1.594 -1.061  0.00
15 C 8.351 -0.317 -0.600  0.02
16 C 8.377 -0.167 0.925  0.02
17 N 6.966 -0.313 1.421  0.38
18 O 6.295 0.762 1.364  0.52
19 C 9.326 -1.185 1.560  0.00
20 C 8.862 1.224 1.315  0.00
21 C 4.741 -1.337 1.473  0.00
22 H 7.205 -2.530 2.706  0.00
23 H 5.913 -3.468 1.965  0.00
24 H 7.465 -3.340 1.156  0.00
25 H 5.627 -0.891 -0.914  0.00
26 H 5.774 -2.636 -0.750  0.00
27 H 8.244 -2.473 -0.790  0.00
28 H 7.589 -1.595 -2.151  0.00
29 H 9.383 -0.285 -0.965  0.00
30 H 7.830 0.548 -1.021  0.00
31 H 9.250 -1.153 2.648  0.00
32 H 10.346 -0.916 1.281  0.00
33 H 9.157 -2.206 1.233  0.00
34 H 8.267 2.000 0.843  0.00
35 H 9.903 1.329 1.002  0.00
36 H 8.806 1.362 2.396  0.00
37 H 4.665 -1.134 2.542  0.00
38 H 4.196 -2.259 1.255  0.00
39 H 4.262 -0.533 0.920  0.00
40 C -5.471 -0.887 -0.593  0.00
41 C -6.030 0.336 0.157  0.02
42 C -6.877 -0.081 1.364  0.02
43 C -8.228 -0.685 0.988  0.00
44 C -9.010 0.246 0.064  0.02
45 C -8.220 0.653 -1.186  0.03
46 N -6.898 1.192 -0.724  0.40
47 O -6.943 2.413 -0.379  0.50
48 C -8.067 -0.526 -2.149  0.00
49 C -8.943 1.768 -1.933  0.00
50 C -4.838 1.169 0.605  0.00
51 H -5.368 -0.683 -1.658  0.00
52 H -4.475 -1.107 -0.211  0.00
53 H -6.080 -1.782 -0.468  0.00
54 H -7.043 0.803 1.988  0.00
55 H -6.290 -0.787 1.957  0.00
56 H -8.095 -1.664 0.519  0.00
57 H -8.809 -0.861 1.896  0.00
58 H -9.946 -0.220 -0.259  0.00
59 H -9.273 1.156 0.612  0.00
60 H -7.403 -0.262 -2.973  0.00
61 H -9.050 -0.755 -2.562  0.00
62 H -7.688 -1.428 -1.682  0.00
63 H -9.146 2.616 -1.287  0.00
64 H -9.888 1.373 -2.314  0.00
65 H -8.345 2.115 -2.776  0.00
66 H -4.258 1.498 -0.257  0.00
67 H -4.193 0.544 1.221  0.00
68 H -5.131 2.047 1.175  0.00


Formula: C20H40F6NaO10PS5
Source: the Open Molecules 2025 dataset
Level of theory: wB97M-V/def2-TZVPD

Results
E = -126057.8241 eV
E_LUMO = 0.19 eV
2S+1 = 1
HOMO-LUMO gap = 10.199 eV
ΔE to the lowest compared entry with this formula, charge and spin = 0.8214 eV

Last column: Löwdin charge in e.
Atoms and positions in Å:
1 Na 0.611 0.237 0.479  0.29
2 P -1.253 2.787 -0.217  0.19
3 F -2.699 2.922 -0.928  -0.15
4 F -0.854 4.309 -0.542  -0.14
5 F -1.877 3.264 1.193  -0.14
6 F 0.209 2.559 0.510  -0.17
7 F -1.627 1.216 0.098  -0.18
8 F -0.593 2.286 -1.603  -0.15
9 C -4.672 -1.031 1.548  -0.20
10 C -4.503 -2.470 2.054  -0.20
11 C -3.000 -2.727 2.170  -0.23
12 S -2.218 -1.199 2.744  0.72
13 O -1.064 -0.857 1.937  -0.32
14 O -2.134 -1.173 4.191  -0.32
15 C -3.624 -0.125 2.223  -0.18
16 H -5.645 -0.617 1.805  0.11
17 H -4.529 -0.949 0.472  0.09
18 H -4.981 -3.226 1.439  0.12
19 H -4.892 -2.530 3.074  0.12
20 H -2.591 -2.860 1.161  0.07
21 H -2.638 -3.649 2.626  0.11
22 H -3.235 0.675 1.596  0.08
23 H -4.021 0.354 3.118  0.10
24 C -2.213 -1.441 -4.569  -0.21
25 C -3.258 -0.496 -3.935  -0.19
26 C -2.928 -0.301 -2.444  -0.19
27 S -2.064 -1.813 -1.929  0.72
28 O -2.936 -2.610 -1.092  -0.32
29 O -0.716 -1.438 -1.530  -0.32
30 C -1.932 -2.557 -3.589  -0.21
31 H -1.315 -0.840 -4.724  0.12
32 H -2.568 -1.811 -5.528  0.12
33 H -4.289 -0.834 -4.034  0.11
34 H -3.189 0.474 -4.426  0.12
35 H -3.808 -0.275 -1.807  0.10
36 H -2.239 0.514 -2.231  0.08
37 H -2.757 -3.277 -3.616  0.11
38 H -1.011 -3.120 -3.713  0.09
39 C 3.645 4.452 -2.301  -0.21
40 C 4.662 3.329 -2.202  -0.24
41 C 4.089 2.171 -3.011  -0.22
42 S 2.336 2.157 -2.562  0.71
43 O 2.103 1.202 -1.481  -0.33
44 O 1.542 2.074 -3.776  -0.32
45 C 2.308 3.840 -1.867  -0.20
46 H 3.541 4.760 -3.345  0.12
47 H 3.984 5.318 -1.735  0.12
48 H 4.846 2.980 -1.182  0.12
49 H 5.626 3.629 -2.616  0.12
50 H 4.585 1.210 -2.911  0.10
51 H 4.177 2.482 -4.055  0.11
52 H 2.194 3.843 -0.785  0.11
53 H 1.394 4.275 -2.271  0.10
54 C 0.362 2.558 5.270  -0.21
55 C 1.611 2.157 6.098  -0.22
56 C 2.489 1.335 5.178  -0.20
57 S 1.340 0.440 4.035  0.71
58 O 1.313 -0.920 4.499  -0.30
59 O 1.620 0.769 2.655  -0.32
60 C -0.146 1.327 4.539  -0.23
61 H 0.754 3.243 4.511  0.12
62 H -0.373 3.067 5.886  0.12
63 H 1.268 1.611 6.978  0.12
64 H 2.130 3.070 6.383  0.11
65 H 3.112 0.565 5.628  0.10
66 H 3.152 1.995 4.618  0.10
67 H -0.709 0.654 5.190  0.10
68 H -0.832 1.576 3.732  0.10
69 C 1.345 -4.301 -1.752  -0.20
70 C 2.215 -3.425 -2.696  -0.20
71 C 2.416 -2.064 -2.030  -0.22
72 S 2.743 -2.504 -0.327  0.71
73 O 2.241 -1.523 0.620  -0.32
74 O 4.134 -2.900 -0.207  -0.31
75 C 1.638 -3.942 -0.313  -0.20
76 H 1.442 -5.352 -2.027  0.11
77 H 0.299 -4.098 -1.996  0.09
78 H 1.810 -3.346 -3.703  0.11
79 H 3.150 -3.980 -2.812  0.11
80 H 1.511 -1.459 -2.068  0.07
81 H 3.244 -1.484 -2.429  0.11
82 H 0.780 -3.509 0.215  0.10
83 H 1.960 -4.656 0.444  0.11


> Which of these has the highest 2S+1?

C20H40ClIInN2O3


> 2S+1 of number 1 (C20H40ClIInN2O3)?

3


> The highest 2S+1 belongs to which entry?

C20H40ClIInN2O3


> Which value of 2S+1 does entry 2 give?

1